(1)
17
Properties=species:S:1:pos:R:3 method="wB97M-V/def2-TZVPD" e_lumo_ev=1.15 molar_mass_g_mol=85.15 spin_multiplicity=1 smiles="C/C=C/NCC" orbital_gap_ev=9.15 homo_ev=-8.00 relative_energy_kcal_mol=65.00
C 1.814 2.060 1.959
C 1.479 1.015 0.906
C 0.285 0.681 0.437
N -0.162 -0.209 -0.620
C -1.126 -1.374 -0.558
C -1.791 -1.642 -1.929
H 1.080 2.831 2.071
H 2.672 2.391 1.659
H 1.903 1.534 2.941
H 2.294 0.359 0.806
H -0.554 1.139 0.992
H 0.562 -0.517 -1.426
H -0.774 -2.358 -0.233
H -1.934 -0.976 0.197
H -0.948 -1.964 -2.628
H -2.736 -2.358 -2.172
H -2.065 -0.611 -2.401

***

(2)
69
Properties=species:S:1:pos:R:3 method="wB97M-V/def2-TZVPD" e_lumo_ev=2.48 charge=-1 molar_mass_g_mol=440.32 spin_multiplicity=1 orbital_gap_ev=7.07 homo_ev=-4.59
C -1.559 -3.020 -0.050
O -2.927 -3.039 -0.423
C -3.298 -1.945 -1.257
C -4.181 -0.954 -0.506
C -3.456 -0.008 0.450
C -2.519 0.971 -0.256
C -1.529 1.692 0.661
C -0.481 0.792 1.330
C 0.661 0.340 0.421
C 1.573 1.447 -0.140
O 2.080 0.894 -1.329
B 0.855 0.280 -1.919
C 1.010 -0.820 -3.096
C 1.479 -0.321 -4.471
O 1.414 1.107 -4.590
C 2.927 -0.661 -4.816
N 3.800 -0.472 -3.657
O 0.188 -0.344 -0.717
H -1.418 -3.795 0.705
H -1.247 -2.053 0.346
H -0.908 -3.237 -0.903
H -3.862 -2.362 -2.098
H -2.402 -1.465 -1.661
H -4.919 -1.547 0.044
H -4.744 -0.364 -1.238
H -4.215 0.566 0.995
H -2.919 -0.586 1.208
H -1.944 0.469 -1.032
H -3.139 1.728 -0.748
H -2.081 2.243 1.432
H -1.011 2.436 0.053
H -0.963 -0.104 1.733
H -0.048 1.312 2.192
H 1.306 -0.340 1.006
H 0.991 2.353 -0.372
H 2.379 1.706 0.554
H 0.098 1.233 -2.329
H 1.653 -1.654 -2.798
H -0.004 -1.230 -3.201
H 0.855 -0.768 -5.261
H 0.658 1.404 -4.052
H 3.181 -0.035 -5.683
H 3.009 -1.707 -5.126
H 3.806 0.514 -3.408
H 4.753 -0.699 -3.926
C -3.843 -3.167 2.766
O -3.169 -3.001 4.025
C -3.874 -2.373 4.954
O -5.004 -1.966 4.846
O -3.122 -2.264 6.056
C -3.760 -1.580 7.134
H -3.146 -3.684 2.119
H -4.751 -3.753 2.902
H -4.094 -2.199 2.339
H -4.666 -2.103 7.439
H -4.019 -0.563 6.843
H -3.034 -1.571 7.942
C 5.323 5.450 0.409
O 5.769 4.406 -0.456
C 5.341 3.183 -0.096
O 4.674 2.953 0.880
O 5.796 2.307 -0.975
C 5.330 0.955 -0.780
H 5.738 6.365 -0.004
H 4.236 5.497 0.424
H 5.684 5.290 1.424
H 4.248 0.887 -0.912
H 5.618 0.601 0.208
H 5.824 0.371 -1.551

***

(3)
18
Properties=species:S:1:pos:R:3 method="wB97M-V/def2-TZVPD" e_lumo_ev=0.82 molar_mass_g_mol=101.15 spin_multiplicity=1 smiles="CCN(C)C(C)=O" orbital_gap_ev=9.73 homo_ev=-8.90 relative_energy_kcal_mol=28.09
C -1.006 2.059 -1.292
C -1.009 0.625 -0.769
N 0.194 0.159 -0.061
C 1.344 1.114 0.042
C 0.353 -1.012 0.620
C -0.680 -2.092 0.272
O 1.125 -1.153 1.548
H -0.039 2.290 -1.721
H -1.769 2.074 -2.072
H -1.373 2.802 -0.587
H -1.244 -0.143 -1.515
H -1.926 0.419 -0.180
H 1.868 1.028 -0.904
H 1.954 0.757 0.865
H 0.996 2.106 0.279
H -1.666 -2.132 0.721
H -0.766 -2.053 -0.817
H -0.135 -2.991 0.579

***

(4)
57
Properties=species:S:1:pos:R:3 method="wB97M-V/def2-TZVPD" e_lumo_ev="-2.48 / -7.48" charge=+1 molar_mass_g_mol=596.52 spin_multiplicity=5 orbital_gap_ev="8.76 / 4.36" homo_ev="-11.24 / -11.84" relative_energy_kcal_mol=13.58
O 3.733 -0.361 -0.617
C 4.495 -0.367 0.643
C 5.874 -0.233 0.071
H 4.407 -1.309 1.188
H 4.253 0.492 1.281
C 5.055 -0.184 -1.245
H 6.470 -1.137 0.211
H 6.376 0.698 0.382
C 5.370 -1.322 -2.217
H 5.219 -2.297 -1.727
H 6.392 -1.190 -2.627
H 4.641 -1.289 -3.043
C 5.136 1.190 -1.905
H 4.853 1.953 -1.148
H 4.388 1.218 -2.718
H 6.158 1.366 -2.303
Pt -3.066 0.371 -0.084
C -4.199 2.304 0.011
C -4.057 1.799 1.363
C -2.659 1.779 1.695
H -4.860 1.560 2.046
C -1.920 2.298 0.568
C -2.868 2.589 -0.493
H -2.621 2.963 -1.487
H -5.144 2.452 -0.503
H -2.249 1.494 2.653
H -0.837 2.410 0.540
C -4.509 -0.553 -1.666
C -3.550 0.340 -2.276
C -2.236 -0.243 -2.109
H -3.791 1.246 -2.828
C -2.377 -1.410 -1.263
C -3.789 -1.619 -1.044
H -4.226 -2.503 -0.582
H -5.588 -0.480 -1.709
H -1.292 0.100 -2.525
H -1.566 -2.042 -0.906
O 0.468 -1.236 0.112
C 0.825 0.091 -0.401
C 1.683 0.810 0.678
H -0.109 0.678 -0.540
H 1.371 -0.023 -1.363
C 1.891 -0.377 1.675
H 1.065 1.603 1.147
H 2.606 1.239 0.268
C 0.492 -0.983 1.568
H 2.321 -0.126 2.655
H 2.529 -1.137 1.190
H -0.261 -0.224 1.891
H 0.337 -1.930 2.066
F -5.502 -0.836 3.261
C -5.001 -1.446 2.154
F -5.568 -2.675 2.051
F -5.490 -0.715 1.073
C -3.423 -1.560 2.260
O -3.047 -2.253 3.189
O -2.599 -0.980 1.439

***

(5)
17
Properties=species:S:1:pos:R:3 method="wB97M-V/def2-TZVPD" e_lumo_ev="-3.79 / -6.94" charge=+1 molar_mass_g_mol=100.14 spin_multiplicity=3 orbital_gap_ev="5.52 / 7.20" homo_ev="-9.31 / -14.14" relative_energy_kcal_mol=110.06
C -1.703 0.229 -0.093
C -0.170 1.916 0.127
C 0.529 0.517 0.361
C 1.830 0.271 -0.299
N -1.566 1.461 0.011
N -0.585 -0.610 -0.389
N -0.702 -1.981 0.071
H -2.683 -0.268 0.055
H -0.061 2.599 0.937
H 0.229 2.361 -0.754
H 0.639 0.319 1.433
H 1.672 0.185 -1.383
H 2.092 -0.827 -0.107
H 2.596 1.032 -0.163
H -0.274 -2.655 -0.745
H -1.693 -2.418 -0.046
H -0.149 -2.132 0.984

***

(6)
50
Properties=species:S:1:pos:R:3 method="wB97M-V/def2-TZVPD" e_lumo_ev="-12.87 / -12.84" charge=+3 molar_mass_g_mol=543.65 spin_multiplicity=2 orbital_gap_ev="6.09 / 6.10" homo_ev="-18.96 / -18.94"
Ir -0.020 1.041 -0.435
O 1.231 4.943 -0.164
C 1.207 3.755 -0.172
N -0.010 3.022 -0.201
C -1.238 3.752 -0.147
C -2.397 2.839 -0.125
C -3.698 3.305 -0.088
C -4.738 2.391 -0.045
C -4.448 1.031 -0.034
C -3.129 0.638 -0.085
N -2.124 1.531 -0.138
C 2.387 2.875 -0.190
C 3.662 3.400 -0.176
C 4.732 2.513 -0.196
C 4.482 1.150 -0.208
C 3.167 0.707 -0.220
N 2.142 1.566 -0.222
H -1.291 4.443 -1.004
H -1.256 4.440 0.710
H -3.887 4.371 -0.091
H -5.764 2.735 -0.022
H -5.231 0.287 0.016
H -2.861 -0.409 -0.082
H 3.786 4.475 -0.150
H 5.748 2.885 -0.204
H 5.287 0.429 -0.211
H 2.937 -0.349 -0.227
C -0.836 -4.145 -1.626
C -0.135 -3.054 -2.413
N 0.057 -1.897 -1.525
C 0.099 -1.963 -0.189
N 0.114 -0.774 0.518
C 0.155 -0.812 1.970
C 0.925 -2.023 2.467
C 0.307 -3.270 1.874
N 0.114 -3.136 0.422
C -0.089 -4.385 -0.329
H -0.871 -5.065 -2.206
H -1.865 -3.845 -1.413
H -0.728 -2.744 -3.270
H 0.830 -3.399 -2.789
H 0.128 -0.985 -1.956
H -0.882 -0.842 2.338
H 0.592 0.119 2.327
H 0.882 -2.067 3.553
H 1.975 -1.938 2.178
H -0.657 -3.494 2.342
H 0.946 -4.137 2.047
H -0.630 -5.078 0.315
H 0.890 -4.834 -0.525